# 1
The following is a DFT calculation (ωB97M-V with the def2-TZVPD basis set) of a 4-piece molecular cluster, C22H56N3O10P overall.

The geometry in XYZ format:
```
92
Properties=species:S:1:pos:R:3:mulliken_charge:R:1
C -1.075 -2.082 -2.390 -1.1139
C -2.073 -1.119 -1.740 0.5203
C -2.772 -0.193 -2.723 -0.7463
C -4.144 -0.691 -3.207 -0.5187
O -4.451 -2.013 -2.710 -0.2009
P -5.750 -2.242 -1.870 0.9004
O -5.593 -3.322 -0.936 -0.6347
O -6.872 -2.568 -2.927 -0.5178
O -6.150 -0.930 -1.088 -0.4363
H -0.084 -1.655 -2.371 0.3888
H -1.366 -2.369 -3.392 0.3732
H -1.036 -2.985 -1.793 -0.0684
H -1.522 -0.483 -1.063 0.0930
H -2.760 -1.686 -1.127 0.0731
H -2.139 -0.060 -3.590 0.4721
H -2.881 0.787 -2.275 0.1920
H -4.894 0.055 -2.974 0.3092
H -4.128 -0.763 -4.285 0.2922
H -7.532 -3.108 -2.452 0.3383
H -6.362 -0.176 -1.663 0.3310
C -1.011 6.142 1.792 -0.7295
O -0.278 5.211 2.559 -0.2738
C -0.916 4.762 3.745 -0.8425
C -1.534 3.384 3.604 -0.0820
N -2.717 3.383 2.755 -0.3272
C -3.147 2.077 2.252 -1.0127
C -2.144 1.140 1.585 -0.3929
O -1.718 1.515 0.290 -0.3620
C -0.831 2.615 0.235 -0.5071
H -0.315 6.625 1.108 0.2461
H -1.786 5.662 1.183 0.2663
H -1.474 6.906 2.422 0.3446
H -1.653 5.493 4.094 0.3799
H -0.133 4.693 4.503 0.3833
H -1.817 3.030 4.601 0.3688
H -0.746 2.720 3.229 0.0988
H -2.578 4.002 1.970 0.2229
H -3.943 2.268 1.528 0.4113
H -3.606 1.534 3.085 0.4037
H -2.658 0.185 1.445 0.3336
H -1.278 0.925 2.224 0.3975
H -0.079 2.580 1.027 0.3307
H -1.386 3.556 0.278 0.0414
H -0.322 2.590 -0.729 0.2665
C 5.339 2.762 0.131 -0.6522
O 5.735 3.818 -0.719 -0.3208
C 6.335 3.421 -1.943 -0.8043
C 5.388 3.507 -3.124 -0.1284
N 4.357 2.480 -3.090 -0.3226
C 3.193 2.707 -3.948 -0.8600
C 2.459 4.045 -3.918 -0.4192
O 1.674 4.292 -2.769 -0.4176
C 2.398 4.594 -1.593 -0.2952
H 5.190 3.182 1.125 0.2342
H 4.390 2.311 -0.178 0.2381
H 6.104 1.983 0.187 0.3149
H 6.775 2.422 -1.858 0.3833
H 7.150 4.127 -2.124 0.3875
H 5.972 3.388 -4.043 0.3752
H 4.972 4.521 -3.125 0.1199
H 4.038 2.344 -2.142 0.1969
H 2.465 1.933 -3.697 0.3905
H 3.502 2.521 -4.983 0.3964
H 1.746 4.022 -4.745 0.3401
H 3.125 4.895 -4.116 0.3452
H 3.239 5.265 -1.785 0.3242
H 2.748 3.675 -1.114 -0.0181
H 1.720 5.085 -0.895 0.2042
C 2.739 -5.715 3.699 -0.6784
O 2.120 -6.866 3.167 -0.3219
C 0.858 -7.193 3.731 -0.8032
C -0.311 -6.784 2.855 -0.1219
N -0.503 -5.342 2.814 -0.3231
C -1.337 -4.835 1.722 -0.8874
C -1.073 -5.267 0.282 -0.4408
O 0.078 -4.714 -0.329 -0.4202
C 1.312 -5.230 0.124 -0.5260
H 3.791 -5.751 3.421 0.2326
H 2.323 -4.789 3.286 0.2590
H 2.663 -5.685 4.790 0.3183
H 0.762 -6.778 4.740 0.3914
H 0.838 -8.282 3.817 0.3862
H -1.218 -7.249 3.255 0.3449
H -0.129 -7.212 1.862 0.1268
H 0.391 -4.875 2.782 0.2230
H -1.261 -3.745 1.751 0.4395
H -2.378 -5.082 1.956 0.3520
H -1.912 -4.890 -0.309 0.3899
H -1.084 -6.357 0.159 0.3214
H 1.281 -6.314 0.261 0.2799
H 1.625 -4.743 1.051 0.1029
H 2.064 -4.999 -0.631 0.3309
```

net charge = 0
highest occupied orbital energy = -8.46 eV
orbital gap = 8.896 eV
SMILES = CCCCOP(=O)(O)O.COCCNCCOC.COCCNCCOC.COCCNCCOC



# 2
The following is a DFT calculation (ωB97M-V with the def2-TZVPD basis set) of a 4-piece molecular cluster, C22H56N5O6 overall.

The geometry in XYZ format:
```
89
Properties=species:S:1:pos:R:3:mulliken_charge:R:1
N -1.620 -1.313 -3.619 -0.5706
C -1.340 0.009 -4.225 0.0633
C -2.701 0.856 -4.181 -0.3017
C -2.373 2.267 -3.545 -0.5727
N -0.868 2.367 -3.462 -0.0704
C -0.464 0.927 -3.296 -0.0352
H -2.282 -1.764 -4.251 0.3340
H -2.148 -1.156 -2.761 0.0632
H -0.951 -0.188 -5.239 0.4360
H -3.459 0.432 -3.487 -0.0669
H -3.227 0.890 -5.159 0.4313
H -2.697 2.239 -2.484 0.2345
H -2.909 3.106 -4.020 0.4213
H -0.692 2.823 -2.565 0.2975
H -0.403 2.909 -4.191 0.3709
H 0.612 0.710 -3.203 0.0795
H -0.927 0.698 -2.307 -0.0361
C 2.794 -2.729 2.123 -0.3935
O 1.578 -2.436 2.790 -0.3375
C 1.678 -1.340 3.696 -0.7490
C 0.869 -0.154 3.185 -0.2422
N 1.499 0.441 2.009 -0.0566
C 0.663 1.421 1.322 -0.3559
C -0.640 0.921 0.690 -0.6912
O -0.447 0.038 -0.414 0.1424
C -0.267 -1.329 -0.060 -0.8838
H 2.655 -3.659 1.571 0.2466
H 3.052 -1.942 1.406 -0.0249
H 3.613 -2.864 2.834 0.3773
H 2.716 -1.059 3.888 0.3720
H 1.240 -1.672 4.642 0.4186
H 0.797 0.598 3.976 0.4021
H -0.142 -0.517 2.962 0.1197
H 1.732 -0.294 1.354 -0.1221
H 1.279 1.846 0.522 -0.3342
H 0.432 2.238 2.013 0.6490
H -1.155 1.798 0.281 0.3651
H -1.328 0.485 1.422 0.3292
H -0.817 -1.602 0.843 0.3256
H 0.794 -1.555 0.061 0.1760
H -0.634 -1.944 -0.885 0.3476
C -4.973 -4.288 3.346 -0.6776
O -5.958 -3.277 3.210 -0.3494
C -5.505 -1.987 3.605 -0.7750
C -5.401 -1.067 2.394 -0.3608
N -4.291 -1.461 1.529 -0.0442
C -4.280 -0.783 0.236 -0.1868
C -5.450 -1.050 -0.717 -0.8401
O -5.500 -2.375 -1.212 -0.4387
C -6.173 -3.305 -0.373 -0.5804
H -5.454 -5.248 3.160 0.2439
H -4.171 -4.161 2.611 0.2557
H -4.552 -4.298 4.355 0.3493
H -4.559 -2.032 4.151 0.3986
H -6.263 -1.579 4.279 0.4062
H -5.244 -0.040 2.737 0.3302
H -6.359 -1.110 1.864 0.2388
H -4.340 -2.458 1.365 0.0016
H -3.361 -1.099 -0.270 -0.1096
H -4.193 0.297 0.403 0.4648
H -5.299 -0.414 -1.597 0.3512
H -6.415 -0.752 -0.295 0.4745
H -6.983 -2.841 0.194 0.3014
H -5.467 -3.789 0.305 0.1962
H -6.598 -4.083 -1.008 0.2989
C 7.311 3.339 1.307 -0.7143
O 7.196 3.530 -0.094 -0.3415
C 7.721 2.449 -0.858 -0.7951
C 6.597 1.711 -1.575 -0.1694
N 5.773 0.963 -0.628 -0.2994
C 4.542 0.434 -1.207 -0.4593
C 3.503 1.443 -1.709 0.0797
O 2.901 2.215 -0.680 -0.2654
C 3.628 3.379 -0.301 -0.8308
H 7.019 4.269 1.795 0.2394
H 6.639 2.547 1.655 0.2995
H 8.339 3.103 1.591 0.3468
H 8.318 1.765 -0.249 0.4094
H 8.379 2.887 -1.614 0.4040
H 7.029 1.018 -2.302 0.3765
H 6.008 2.458 -2.120 0.1706
H 5.528 1.569 0.144 0.0423
H 4.067 -0.171 -0.428 -0.1099
H 4.799 -0.249 -2.022 0.4741
H 2.689 0.864 -2.158 -0.3710
H 3.890 2.088 -2.505 0.4721
H 4.182 3.812 -1.137 0.4150
H 4.304 3.155 0.525 0.1903
H 2.912 4.119 0.060 0.3293
```

net charge = +1
highest occupied orbital energy = -10.74 eV
orbital gap = 7.736 eV